18
Properties=species:S:1:pos:R:3:forces:R:3 method="wB97M-V/def2-TZVPD" lumo_energy_ha=0.03395 mol_weight_g_mol=101.15 smiles="C=NC(=C)CC.O"
C -0.78349 2.57870 0.13555 -1.9354 -0.5317 -1.7857
N -0.71208 1.30534 0.05004 1.6435 1.1960 0.2924
C 0.40198 0.47323 0.45690 -0.0166 3.7769 -0.8940
C 1.60118 0.56704 -0.19388 -3.3907 0.6350 1.1952
C -0.07757 -0.35888 1.58223 1.2300 -1.7387 0.6743
C 0.06888 -1.78626 0.97733 -0.1160 -2.6271 -1.5636
H -1.70359 2.94301 -0.41922 0.9290 0.0566 0.9918
H -0.14835 3.39611 0.52117 0.3727 -0.9928 0.1743
H 2.22959 -0.22096 -0.21967 2.2395 -2.5382 0.7793
H 1.90001 1.28465 -0.90604 -0.5550 1.0592 -0.7318
H 0.60401 -0.23797 2.48536 -0.9314 -0.0125 -1.0679
H -1.14789 -0.10277 1.85901 1.4666 -0.4103 -0.4143
H 0.71623 -2.60730 1.39191 -0.6432 1.1579 0.9253
H -0.96649 -2.26906 0.89193 1.5305 0.6420 -0.3340
H 0.63353 -1.77992 -0.05683 -1.8421 0.2889 1.6638
O -0.88221 -1.44108 -2.77986 1.8728 2.1677 3.0906
H -1.25084 -1.11513 -3.59145 -0.0975 0.7529 -0.3621
H -0.48291 -0.62877 -2.18446 -1.7565 -2.8817 -2.6337

***

128
Properties=species:S:1:pos:R:3:forces:R:3 method="wB97M-V/def2-TZVPD" lumo_energy_ha=0.06711 mol_weight_g_mol=971.84 charge=-1
Ca -1.38891 -0.26586 -1.23828 -0.6305 0.6825 0.7309
C 1.82520 -1.37187 -5.45024 -0.1244 0.9428 0.0264
C 2.63213 -1.16734 -4.14062 0.3728 -0.1692 0.8169
C 2.74446 -2.50890 -3.39124 -0.4074 -1.5544 -0.4790
P 1.94447 0.05098 -2.82899 1.2851 0.2672 0.0186
C 3.63383 0.89929 -2.22491 -0.6223 -0.9041 -0.4019
C 4.44756 -0.13762 -1.42672 0.3199 0.4953 0.3236
C 3.40385 2.26486 -1.54948 -0.7853 -0.7313 0.6119
C 1.45382 1.33564 -3.96096 -0.7303 1.5127 -0.8388
C 2.31747 1.82958 -4.94319 -0.7749 -0.3802 0.0514
C 1.95714 2.68454 -5.98001 -0.0252 -0.3280 0.7466
C 3.01936 3.23606 -6.87524 -1.3103 -0.1253 -0.9948
C 0.61582 3.09662 -6.04414 -0.5908 -0.3425 0.5838
C -0.27182 2.70811 -5.02821 1.1751 0.3397 0.5872
C 0.15192 1.88842 -3.90326 -1.1673 -0.6361 -1.0650
N -0.77797 1.44600 -2.98082 1.5529 -0.5878 -0.2872
C -1.74856 2.29954 -2.58371 -2.1028 2.0228 0.1262
C -3.15217 2.01690 -2.87635 0.7386 0.1053 0.3728
C -3.51716 0.95511 -3.91016 -0.1926 -0.5238 0.0982
C -4.16116 2.80504 -2.31920 0.8650 0.3702 0.7950
C -3.86183 3.93099 -1.52933 -1.5810 -1.2524 -0.4158
C -4.98297 4.84087 -1.01172 0.9229 -0.3750 0.6957
C -2.54449 4.17898 -1.26889 1.5296 0.9442 -0.1089
C -1.44563 3.51830 -1.84236 -1.4799 -0.9804 -1.2962
C -0.04325 4.08974 -1.79068 -0.9109 -0.0004 0.4494
H 2.05750 -2.35245 -5.87883 -0.0547 0.0528 0.0921
H 2.01969 -0.60350 -6.23598 0.0707 -0.4453 0.7146
H 0.73820 -1.30088 -5.26788 0.3225 -0.2293 0.0909
H 3.65886 -0.81111 -4.35592 -0.3908 -0.1836 -0.1632
H 1.71853 -2.97388 -3.22727 1.1176 0.6617 -0.2578
H 3.20470 -2.46549 -2.38594 -0.0928 0.1988 -0.5672
H 3.32685 -3.25308 -4.02429 -0.5345 0.7219 0.7581
H 4.21484 1.10775 -3.12583 -0.1010 -0.0159 -0.1445
H 5.19392 0.37291 -0.80292 0.0160 0.0296 -0.1226
H 5.02105 -0.82214 -2.07923 -0.5189 0.1731 0.2401
H 3.83110 -0.69764 -0.72055 -0.0699 -0.1500 -0.1495
H 2.73774 2.21382 -0.65491 0.3971 -0.1334 -0.5436
H 2.92784 2.94545 -2.25664 0.0971 0.0447 0.0196
H 4.34724 2.68702 -1.20448 0.1413 0.0410 -0.0921
H 3.30639 1.42409 -4.89723 0.7087 0.0827 -0.3044
H 3.51528 2.49295 -7.50511 0.1027 -0.0234 0.1888
H 3.72492 3.79878 -6.30658 0.6966 0.4157 0.2421
H 2.46387 3.90461 -7.53703 0.5153 0.2601 -0.2658
H 0.22462 3.68647 -6.90152 0.4522 -0.2609 0.7124
H -1.26351 3.14649 -4.98507 -0.1059 -0.2813 -0.1606
H -2.59755 0.57127 -4.33139 0.3580 -0.3992 0.0743
H -4.01700 1.38389 -4.78184 -0.2232 0.3198 0.2029
H -4.16825 0.09005 -3.59554 0.6739 0.8614 0.1658
H -5.17583 2.45374 -2.34362 -0.4950 0.1116 -0.5651
H -4.94378 5.80237 -1.53988 -0.1760 -0.1601 0.1796
H -4.84362 5.02318 0.07935 -0.1035 0.0650 -0.6697
H -5.96568 4.38332 -1.12994 0.0608 0.0412 -0.1638
H -2.35073 4.99958 -0.58541 0.2937 0.3285 -0.1037
H -0.09908 4.93821 -1.10039 0.4294 -0.0230 -0.1728
H 0.41809 4.37866 -2.75164 -0.6227 -0.0446 0.2400
H 0.58956 3.33170 -1.38430 0.7795 -0.4542 0.4339
O -2.20256 1.38597 0.54957 -0.1074 0.3159 0.4646
H -2.64008 1.20248 1.41165 0.5928 -0.2287 -0.9465
H -1.45238 1.98500 0.74876 -0.4584 -0.2278 0.1488
O 0.07367 -0.79263 0.40446 1.1871 0.3491 -1.5398
H -0.85728 -1.09305 1.02981 -1.3648 -1.5772 1.4608
H 0.52711 -0.03177 0.76025 0.3435 0.3669 0.3977
O -3.39785 -1.41779 -0.39165 -1.1615 0.8435 -2.3880
H -3.65803 -2.27927 -0.72916 -0.0212 -0.0520 -0.0901
H -3.02786 -1.62079 0.57378 1.1783 -0.4400 1.6392
N -1.51837 -4.01628 -3.82500 1.8173 -1.7094 1.9438
C -0.68460 -4.33760 -2.70197 -0.9323 1.6598 0.1413
C -0.69631 -3.22185 -1.86016 -0.8549 -0.9184 -2.7454
N -1.49734 -2.25632 -2.45784 -0.1758 -1.5327 -2.2038
C -1.96149 -2.78132 -3.62078 0.1831 1.5250 1.5363
H -1.69687 -4.71461 -4.55055 -0.1561 0.9551 0.3465
H -0.23340 -5.29537 -2.59037 0.2070 -0.3743 -0.0594
H -0.15406 -2.96676 -0.97395 0.1436 -0.2974 0.5201
H -2.62331 -2.26801 -4.30474 0.1064 0.0161 0.1270
C -2.02167 -1.69093 1.71758 0.9692 -1.0032 -0.3035
Ge -1.45189 -3.18973 2.93745 -1.8787 3.0564 -1.7659
C -2.90215 -4.11756 3.87134 1.3738 -0.2730 0.7869
C -4.24522 -4.21633 3.52963 0.5563 0.3344 -1.1637
C -5.15659 -4.71370 4.40612 -0.1685 -0.6412 2.0885
C -4.77684 -4.99629 5.73731 0.9320 -0.2219 -1.1977
C -3.42032 -4.98338 6.05612 0.2776 0.3445 0.1223
C -2.45379 -4.56309 5.12745 -1.9258 -0.4699 0.1757
C -0.19439 -4.48541 2.30592 -1.2566 -1.2134 -0.7109
C -0.65324 -5.78395 1.91020 0.8604 0.9092 0.3284
C 0.21024 -6.59914 1.19120 0.6598 -0.4830 -0.6464
C 1.41524 -6.05457 0.69072 -0.9054 0.5802 0.3461
C 1.74806 -4.71988 0.96158 1.4290 -1.0033 -0.2070
C 1.00623 -3.97938 1.84412 -0.1252 1.0794 0.0862
C -0.68450 -2.07043 4.30250 -0.3361 0.0320 0.9812
C 0.46081 -2.29265 5.03191 0.2864 0.3824 0.3281
C 0.97935 -1.29245 5.85904 -0.7376 0.4927 0.2989
C 0.22684 -0.12565 6.09338 0.4600 -1.0175 -0.8841
C -1.00287 0.05164 5.44855 0.1826 0.0616 0.6519
C -1.42702 -0.91494 4.57384 -0.5922 0.0382 -0.2259
H -2.18010 -0.76554 2.28446 -0.1572 -0.3473 0.5242
H -4.57331 -3.90139 2.53490 0.2335 -0.0293 0.2160
H -6.15480 -4.97056 4.13022 -0.6903 0.3363 -0.3244
H -5.50021 -5.31987 6.45276 -0.3832 -0.1912 0.3558
H -3.06698 -5.26050 7.04542 -0.2501 -0.0494 0.0660
H -1.41535 -4.60161 5.44736 -0.0444 0.2490 -0.3511
H -1.67246 -6.11813 2.13077 0.4390 0.1400 0.2526
H -0.02525 -7.66704 0.97476 0.0242 0.9826 0.0734
H 2.04975 -6.60852 0.02483 0.1768 -0.3879 -0.0674
H 2.69219 -4.31998 0.56432 -0.4917 -0.1187 0.0181
H 1.27293 -2.91982 2.07670 -0.1729 -0.9980 -0.2103
H 0.90863 -3.27467 5.00845 0.4846 -0.0544 -0.2494
H 1.92757 -1.44365 6.36298 -0.0404 0.0620 0.0847
H 0.63623 0.60913 6.73647 0.2351 0.7211 0.6200
H -1.67367 0.89335 5.66132 0.4642 -0.1678 0.0061
H -2.39947 -0.78663 4.08862 0.4479 -0.1135 0.1687
N -0.94785 4.09690 3.52590 -1.3752 0.4023 -0.0734
C 0.27618 3.69246 3.15428 0.3748 -0.5905 -1.1724
S 0.51571 2.92171 1.63673 0.1783 0.9389 1.3591
N 1.19027 4.00241 4.10933 0.2581 -0.2818 -0.1908
C 2.59197 3.80981 4.14058 0.7703 0.0836 0.9092
C 3.22608 2.69802 3.56784 -1.5008 0.1509 -0.1093
C 4.57107 2.52949 3.78156 0.5831 -1.6472 -1.0191
C 5.33915 3.41288 4.50337 0.6768 -0.1164 -0.4904
C 4.74918 4.54322 4.98471 -0.5562 1.6468 0.9725
C 3.36454 4.72310 4.90215 -0.2745 -1.0484 -0.9135
H -1.68709 4.20057 2.80915 0.8262 -0.3829 1.0299
H -1.09512 4.36066 4.50527 -0.3316 -0.0448 -0.9556
H 0.79936 4.49578 4.90068 0.3711 0.0641 -0.1100
H 2.59197 1.97864 3.01612 0.7512 0.4734 0.3193
H 5.05550 1.65534 3.30120 -0.3442 0.5457 0.5192
H 6.40165 3.23391 4.62246 -0.0644 0.1013 -0.0519
H 5.34478 5.36707 5.41861 -0.3261 -0.7477 0.0653
H 2.86473 5.51115 5.44411 0.0498 0.3642 -0.1695

***

87
Properties=species:S:1:pos:R:3:forces:R:3 method="wB97M-V/def2-TZVPD" lumo_energy_ha=0.15259 mol_weight_g_mol=1163.44 charge=-2
Pb 1.34119 -0.05351 -1.58928 -0.0360 0.1768 0.0684
C -3.90890 2.25406 -0.24932 0.0189 0.0263 -0.0074
C -2.53566 2.53326 -0.85414 0.0261 -0.0126 -0.0213
C -2.54619 3.80082 -1.70855 -0.0182 0.0328 0.0165
P -1.70983 1.12803 -1.77567 -0.0016 -0.0476 -0.0294
C -2.45626 1.11131 -3.48894 0.0212 0.0208 0.0193
C -1.88273 -0.09522 -4.23960 0.0119 0.0121 0.0213
C -3.95417 1.27345 -3.77231 0.0063 -0.0120 0.0248
C -2.30672 -0.31066 -0.84212 -0.1003 -0.0027 -0.1071
C -3.45773 -1.01746 -1.18644 0.0331 -0.0087 -0.0224
C -3.96206 -2.07015 -0.44193 0.0027 0.0061 0.0287
C -5.18712 -2.83254 -0.87205 0.0165 0.0029 0.0153
C -3.26982 -2.39397 0.72586 -0.0229 0.0220 -0.0528
C -2.13005 -1.72000 1.09810 0.0688 -0.0104 0.0264
C -1.56933 -0.67254 0.31703 -0.0211 0.0424 0.1726
N -0.38375 -0.06605 0.62575 -0.0908 -0.1041 -0.1477
C 0.07965 -0.18723 1.92774 0.1162 -0.0131 -0.0134
C -0.71876 0.26486 2.99972 -0.0121 0.0110 0.0354
C -0.31267 0.16359 4.31147 -0.0292 0.0066 0.0011
C 0.92189 -0.39665 4.63900 0.0442 -0.0058 0.0218
C 1.37117 -0.51239 6.07268 -0.0080 0.0003 -0.0292
C 1.72530 -0.82203 3.59399 0.0039 0.0295 0.0142
C 1.35620 -0.70917 2.24890 -0.0513 -0.0420 -0.0714
P 2.37364 -1.35662 0.86541 0.1062 -0.0453 0.1030
C 4.14814 -0.85808 1.13540 -0.0102 0.0151 -0.0053
C 4.79398 -0.93765 2.52041 -0.0013 0.0094 -0.0032
C 4.33668 0.55905 0.59002 -0.0428 0.0017 -0.0238
C 2.31609 -3.20185 1.02701 -0.0265 0.0033 0.0271
C 3.27718 -3.86232 2.00710 -0.0031 -0.0076 -0.0380
C 0.88167 -3.65458 1.26598 -0.0283 0.0015 -0.0040
H -4.24660 3.11992 0.33135 0.0019 0.0035 0.0026
H -3.87611 1.38827 0.41132 -0.0014 -0.0030 0.0067
H -4.66001 2.05296 -1.01500 -0.0206 -0.0176 -0.0296
H -1.83775 2.69547 -0.02495 -0.0350 0.0012 -0.0065
H -3.32045 3.75881 -2.47807 0.0101 0.0047 0.0170
H -1.59656 3.95354 -2.22665 0.0414 -0.0045 -0.0207
H -2.74073 4.68274 -1.09110 -0.0069 0.0036 0.0010
H -1.96971 2.00210 -3.90828 0.0144 -0.0037 0.0046
H -2.23722 -1.03419 -3.81140 -0.0221 -0.0085 -0.0028
H -0.79157 -0.12260 -4.19826 -0.0195 0.0125 -0.0104
H -2.18076 -0.06073 -5.29201 -0.0118 0.0092 -0.0075
H -4.51141 0.35018 -3.61912 0.0039 -0.0299 0.0272
H -4.08251 1.54540 -4.82529 -0.0129 -0.0060 -0.0045
H -4.42470 2.05098 -3.17231 -0.0015 0.0101 0.0199
H -3.99188 -0.73249 -2.08129 -0.0192 0.0179 -0.0511
H -5.58464 -2.43119 -1.80599 -0.0043 0.0041 -0.0015
H -5.98329 -2.78261 -0.12292 -0.0072 -0.0075 -0.0005
H -4.96199 -3.88961 -1.03861 -0.0110 -0.0059 -0.0063
H -3.62327 -3.21136 1.34919 0.0021 0.0008 0.0069
H -1.61567 -2.02550 1.99871 0.0356 -0.0176 0.0131
H -1.68899 0.68572 2.76055 0.0025 0.0067 -0.0055
H -0.96621 0.51860 5.10390 -0.0080 0.0082 -0.0073
H 0.57262 -0.89714 6.71152 0.0014 -0.0026 0.0072
H 1.67500 0.45722 6.47810 0.0038 -0.0009 0.0097
H 2.22438 -1.18697 6.15838 0.0033 0.0019 0.0056
H 2.67215 -1.28387 3.83751 0.0258 -0.0078 0.0035
H 4.66706 -1.55311 0.46217 -0.0390 -0.0328 -0.0113
H 4.40824 -0.14546 3.16515 0.0061 0.0056 0.0133
H 5.87160 -0.77606 2.41716 0.0051 0.0065 0.0006
H 4.64820 -1.89368 3.02002 -0.0011 0.0255 0.0067
H 3.72836 1.28100 1.13999 0.0021 0.0000 0.0121
H 4.06876 0.64024 -0.46403 0.0217 -0.0245 0.0458
H 5.38171 0.86843 0.68503 0.0045 -0.0034 0.0135
H 2.60186 -3.52494 0.01942 0.0281 0.0280 -0.0069
H 3.04503 -3.60657 3.04607 0.0142 0.0138 0.0062
H 4.31412 -3.60217 1.79375 -0.0127 -0.0251 -0.0019
H 3.19253 -4.94794 1.90066 -0.0193 -0.0106 0.0253
H 0.53204 -3.37812 2.26581 0.0070 -0.0021 0.0009
H 0.82503 -4.74247 1.16562 -0.0025 -0.0033 0.0194
H 0.20975 -3.22393 0.52350 -0.0500 0.0329 0.0055
Se 4.20545 -4.16983 -2.04457 0.0344 -0.0056 -0.0394
Sb 2.75628 -2.95057 -3.60894 0.0057 0.0291 0.0962
Se 0.51575 -2.52303 -2.34492 0.0410 -0.0205 -0.0509
Se 3.80576 -0.56654 -3.20028 0.0570 -0.1302 -0.1938
Se 2.30648 0.73140 -4.48309 -0.0196 0.0306 0.0025
C 1.33442 4.11919 -3.22056 0.0951 0.1264 0.0499
O 2.38559 4.25732 -2.25793 -0.0160 -0.1838 -0.0212
C 2.23824 3.64565 -1.05637 -0.0533 0.1804 0.1621
O 3.19765 3.33135 -0.39011 -0.0700 0.0891 -0.0530
N 0.95016 3.51063 -0.64577 -0.0108 -0.1771 -0.0582
N 0.60900 2.95970 0.60156 0.0616 0.0128 0.0204
H 1.80145 4.25034 -4.19253 -0.0102 -0.0273 -0.0043
H 0.57302 4.89692 -3.07768 0.0151 -0.0185 0.0231
H 0.89312 3.12429 -3.17595 0.0051 -0.0437 -0.0392
H 0.22092 4.02361 -1.10473 -0.0460 -0.0188 0.0397
H 1.42909 3.04172 1.19527 -0.0058 -0.0050 -0.0287
H 0.40019 1.96125 0.48579 0.0153 0.0740 -0.0251

***

53
Properties=species:S:1:pos:R:3:forces:R:3 method="wB97M-V/def2-TZVPD" lumo_energy_ha=-0.00464 mol_weight_g_mol=297.35 smiles=CN[C@@H](C)CNCN.O.O.O.O.O.O.O.O.O.O
C 1.05203 3.28234 -0.20600 0.5498 2.7641 -0.5390
N -0.36414 2.99252 0.01145 0.3713 -0.4970 0.4225
C -0.45269 1.72608 0.77063 -1.6536 1.2287 1.8192
C 0.20132 1.87940 2.22105 0.2013 -1.1957 1.0435
C -2.02534 1.32943 1.01365 1.4423 0.4475 0.2078
N -3.02226 1.58494 -0.07126 1.1045 -0.7734 0.2070
C -2.75936 0.75120 -1.28282 -0.5505 1.5336 -1.2413
N -1.96435 1.49032 -2.37552 -1.0014 -2.3231 0.6309
H 1.56813 3.61588 0.71726 -0.0948 -0.6193 -0.0986
H 1.05747 4.26200 -0.79394 0.3146 -1.4007 0.1452
H 1.67874 2.50566 -0.69621 -0.9510 0.4188 0.1759
H -0.71773 3.78743 0.58948 0.1426 -1.0769 -0.5356
H 0.00539 0.95180 0.17585 0.4673 -0.2778 -0.1340
H -0.10587 0.99319 2.82998 0.1704 0.3221 -0.5640
H 1.33682 1.89984 2.40477 -1.6372 0.0959 -1.0558
H -0.24698 2.70605 2.83654 0.2717 -0.2686 -1.0303
H -2.20754 1.82618 1.99542 -0.7940 0.0842 -0.9673
H -2.04383 0.26309 1.29688 -0.1262 0.5958 -0.4870
H -3.15119 2.58945 -0.29073 0.3272 -1.0894 0.0983
H -3.71090 0.42990 -1.79446 0.7648 0.3715 0.7196
H -2.20495 -0.15436 -1.05880 -0.0309 0.0777 0.5900
H -2.58904 2.10542 -2.83288 -0.8758 0.5454 -0.7755
H -1.40009 2.09832 -1.86723 1.6219 1.4787 1.2731
O -1.49808 -1.49638 2.56198 1.9684 1.2294 -0.1308
H -2.30571 -1.92615 2.57644 -2.9234 -1.5400 1.1810
H -1.45708 -1.57301 1.60567 0.7698 0.3839 -0.8624
O 0.21653 -3.16961 0.21892 -4.4564 -3.3612 1.6365
H 0.58129 -3.12592 1.07925 0.8899 0.1006 2.3249
H 0.77168 -2.79180 -0.34181 3.6914 2.8710 -3.6715
O 1.68150 -1.41040 -1.20594 0.2899 -0.8401 -2.0801
H 2.30016 -2.17241 -1.43353 -1.1304 1.5505 0.0606
H 1.18477 -1.10759 -2.06901 0.9514 -0.8587 1.5427
O -2.27325 -2.47696 0.19561 -0.6589 -0.5051 -1.6209
H -1.39780 -2.95319 0.12259 -0.7262 0.4183 0.1048
H -2.70259 -2.54871 -0.71048 0.8100 0.1470 1.6898
O 2.81043 -0.93343 2.01233 -2.1241 -4.1817 1.1035
H 3.22733 -0.19294 1.75032 2.7979 4.7711 -0.3937
H 2.47873 -1.14040 1.14362 -0.8391 -0.9363 -0.3475
O 0.84579 -2.78528 2.81082 -0.0794 -0.6383 -0.0415
H 1.55971 -2.28583 3.19633 0.6226 0.3274 -0.0604
H 0.06803 -2.21911 2.89876 -0.4305 0.0526 0.1588
O -1.54252 -2.46708 -2.52741 -2.3905 0.5993 -3.1272
H -1.35294 -1.53962 -2.63540 0.1025 0.6788 -0.3475
H -1.02774 -2.70013 -1.82873 2.4058 -1.3184 3.1357
O 0.32563 -0.18342 -3.18122 -0.5809 1.4555 -1.1452
H 0.15114 -0.06453 -4.13506 0.4884 -1.0585 0.1699
H -0.08862 0.68608 -2.96566 -0.1572 -0.5266 1.0156
O 3.16052 0.77432 -1.51677 -1.7199 1.2821 2.2885
H 2.57300 0.01796 -1.44989 -0.2909 -0.7057 0.1294
H 3.69264 0.66961 -2.24040 2.1597 -0.3737 -2.7961
O 3.61284 1.31057 1.00053 -0.2052 1.9631 -3.2763
H 3.69150 2.29384 0.96612 0.0320 -1.0068 0.8066
H 3.42846 1.21028 -0.04357 0.6992 -0.4217 2.6481

***

| no. | Kohn-Sham gap (eV) | electronic energy (eV) | maximum force (eV/Å) |
| --- | --- | --- | --- |
| 1 | 9.77 | -8897.7055 | 4.28 |
| 2 | 3.98 | -162613.2083 | 4.00 |
| 3 | 5.49 | -330101.5407 | 0.25 |
| 4 | 8.57 | -30696.8666 | 5.95 |